[1]
This record from OMol25 describes a structure of composition C13H36O6V at a distorted geometry. The level of theory is the ωB97M-V functional and the def2-TZVPD basis.

Results
- HOMO level (alpha / beta): -0.4218 / -0.4288 Ha
- Spin multiplicity: 5
- Net charge: +1
- Largest force on an atom: 4.55 eV Å⁻¹
- <S²>: 6.03
- LUMO (alpha / beta): -4.342 / -5.298 eV

Each line ends with the natural charge from an NBO analysis.
Cartesian coordinates (Å):
V 2.477 0.373 -3.409  1.590
O 0.633 0.486 -0.017  -0.797
H 1.397 0.137 0.449  0.529
H 0.814 0.608 -0.952  0.563
H 0.420 1.301 0.442  0.545
C -1.688 0.304 -2.862  -0.657
C -0.683 1.459 -3.245  0.122
C -1.276 2.888 -3.023  -0.625
O 0.529 1.182 -2.701  -1.026
H -2.036 0.609 -1.875  0.200
H -1.283 -0.677 -3.108  0.221
H -2.660 0.296 -3.354  0.226
H -0.600 1.472 -4.332  0.124
H -0.515 3.639 -3.236  0.209
H -1.514 2.989 -1.964  0.184
H -2.112 3.009 -3.713  0.227
C 2.703 1.271 3.093  -0.601
C 2.787 -0.139 2.431  0.021
C 1.474 -0.961 2.835  -0.669
O 2.941 -0.030 1.056  -0.285
H 3.677 1.683 3.357  0.233
H 2.106 1.224 4.005  0.239
H 2.269 2.048 2.464  0.217
H 3.711 -0.474 2.903  0.218
H 0.503 -0.503 2.651  0.217
H 1.466 -1.277 3.878  0.242
H 1.576 -1.964 2.419  0.234
C 0.795 -2.562 -1.734  -0.652
C 2.304 -2.519 -1.362  0.108
C 3.066 -3.783 -1.747  -0.636
O 2.924 -1.399 -1.974  -0.984
H 0.829 -2.925 -2.761  0.203
H 0.197 -1.650 -1.756  0.204
H 0.158 -3.244 -1.171  0.215
H 2.357 -2.267 -0.303  0.141
H 2.544 -4.673 -1.396  0.216
H 4.035 -3.867 -1.255  0.219
H 3.358 -3.783 -2.798  0.219
C -2.253 -1.574 0.743  -0.627
C -3.643 -1.587 1.214  -0.056
O -4.407 -2.176 0.244  -0.728
H -1.663 -1.714 1.649  0.199
H -2.051 -0.577 0.349  0.189
H -1.939 -2.311 0.004  0.229
H -3.936 -0.569 1.468  0.158
H -3.748 -2.292 2.038  0.158
H -4.879 -2.954 0.549  0.481
C -1.810 2.789 2.584  -0.647
C -1.148 3.148 1.148  -0.068
O 0.202 2.907 1.012  -0.762
H -2.139 1.750 2.604  0.208
H -2.737 3.352 2.698  0.230
H -1.182 3.002 3.449  0.220
H -1.326 4.209 0.974  0.182
H -1.683 2.570 0.396  0.171
H 0.659 3.748 0.941  0.509

[2]
This record from OMol25 describes a cluster of 6 separate species, C13H37BN3O10 in total at a distorted geometry. The level of theory is the ωB97M-V functional and the def2-TZVPD basis.

Results
- HOMO level: -0.4514 Ha
- Net charge: +1
- Largest force on an atom: 1.16 eV Å⁻¹
- LUMO: -2.872 eV

Each line ends with the natural charge from an NBO analysis.
Cartesian coordinates (Å):
C 6.429 2.321 -0.004  -0.590
C 4.938 2.063 0.273  -0.526
C 4.098 3.004 -0.530  0.827
O 3.785 2.821 -1.673  -0.607
O 3.688 4.120 0.151  -0.521
C 2.265 4.268 0.053  -0.077
C 1.564 3.491 1.173  -0.454
C 0.958 2.272 0.521  -0.024
C -0.256 2.413 -0.408  -0.235
N -0.881 1.059 -0.309  -0.552
C -0.172 0.367 0.605  0.649
N -0.076 -0.931 0.664  -0.249
O -0.700 -1.705 -0.302  -0.537
B 0.246 -2.042 -1.336  1.285
O 1.569 -1.777 -1.121  -0.947
O -0.261 -2.689 -2.412  -0.907
N 0.463 1.214 1.454  -0.571
H 7.051 1.768 0.696  0.228
H 6.682 1.985 -1.010  0.217
H 6.656 3.384 0.058  0.221
H 4.666 1.043 0.003  0.241
H 4.743 2.219 1.334  0.223
H 1.994 5.319 0.012  0.219
H 1.978 3.848 -0.913  0.192
H 2.326 3.124 1.864  0.235
H 0.861 4.107 1.731  0.239
H 1.748 1.808 -0.087  0.191
H 0.073 2.569 -1.433  0.224
H -0.975 3.189 -0.158  0.228
H -1.057 0.601 -1.193  0.416
H 0.406 -1.413 1.426  0.448
H 2.029 -1.064 -1.577  0.539
H -0.162 -2.267 -3.271  0.523
H 1.144 0.781 2.066  0.411
C -4.723 -1.545 0.014  -0.259
O -3.619 -1.800 0.889  -0.729
H -5.603 -2.005 0.452  0.192
H -4.902 -0.473 -0.086  0.185
H -4.545 -1.983 -0.973  0.158
H -2.845 -1.388 0.496  0.454
C -1.058 -3.536 2.835  -0.259
O 0.212 -2.856 2.821  -0.749
H -1.617 -3.118 3.667  0.192
H -1.619 -3.384 1.913  0.191
H -0.917 -4.604 2.996  0.186
H 0.752 -3.272 2.138  0.463
C -6.300 1.879 1.664  -0.249
O -6.873 1.161 0.579  -0.728
H -5.407 2.370 1.282  0.172
H -6.978 2.644 2.047  0.172
H -6.011 1.215 2.483  0.165
H -7.668 0.725 0.901  0.469
C 3.240 -0.664 -3.429  -0.270
O 3.498 0.079 -2.240  -0.774
H 2.768 -1.600 -3.137  0.178
H 2.574 -0.121 -4.103  0.168
H 4.164 -0.900 -3.961  0.194
H 3.912 0.920 -2.486  0.513
C -3.358 -5.028 -0.509  -0.251
O -1.979 -4.757 -0.259  -0.729
H -3.583 -5.999 -0.076  0.190
H -3.989 -4.272 -0.038  0.172
H -3.562 -5.063 -1.582  0.165
H -1.786 -3.898 -0.645  0.457

[3]
This record from OMol25 describes a cluster of 5 separate species, C13H37F3N4O6S in total at a distorted geometry. The level of theory is the ωB97M-V functional and the def2-TZVPD basis.

Results
- HOMO level: -0.3189 Ha
- Net charge: 0
- Largest force on an atom: 2.73 eV Å⁻¹
- LUMO: 0.383 eV

Each line ends with the natural charge from an NBO analysis.
Cartesian coordinates (Å):
N -0.515 -0.430 -0.155  -0.989
H -0.547 0.501 -0.634  0.442
H 0.424 -0.862 -0.176  0.439
H -1.164 -0.989 -0.742  0.465
H -0.974 -0.325 0.761  0.445
C -3.201 -4.289 -2.345  0.747
F -2.582 -4.464 -3.490  -0.311
F -4.449 -4.746 -2.381  -0.319
F -2.569 -4.968 -1.385  -0.330
S -3.145 -2.376 -1.903  2.284
O -3.726 -2.151 -0.586  -0.985
O -1.694 -2.121 -1.903  -1.053
O -3.826 -1.647 -2.967  -0.975
C 0.294 0.288 3.069  -0.627
C -1.035 -0.387 3.344  -0.081
C -1.603 -0.213 4.778  -0.077
O -2.263 1.045 4.825  -0.569
C -3.078 1.220 5.975  -0.248
N -2.067 -0.028 2.347  -0.823
H 1.078 0.088 3.799  0.216
H 0.161 1.377 3.080  0.215
H 0.717 0.102 2.083  0.210
H -0.835 -1.442 3.122  0.191
H -0.820 -0.138 5.538  0.179
H -2.344 -0.990 4.987  0.172
H -2.629 0.738 6.847  0.172
H -4.002 0.634 5.870  0.165
H -3.359 2.264 6.050  0.202
H -2.293 0.908 2.693  0.371
H -2.881 -0.564 2.643  0.368
C -0.884 3.859 -2.837  -0.625
C -0.355 2.865 -1.808  -0.078
C 0.181 3.568 -0.546  -0.069
O 1.009 2.764 0.250  -0.542
C 2.260 2.376 -0.279  -0.255
N -1.374 1.843 -1.412  -0.825
H 0.000 4.474 -3.018  0.216
H -1.620 4.461 -2.297  0.205
H -1.286 3.379 -3.725  0.223
H 0.432 2.293 -2.310  0.182
H -0.646 3.738 0.149  0.197
H 0.684 4.509 -0.805  0.167
H 2.638 1.589 0.373  0.190
H 2.933 3.233 -0.172  0.176
H 2.247 1.992 -1.300  0.165
H -1.618 1.626 -2.384  0.368
H -2.223 2.372 -1.199  0.363
C 1.532 -3.362 -1.601  -0.608
C 2.691 -2.396 -1.257  -0.067
C 3.275 -1.469 -2.308  -0.081
O 4.438 -0.818 -1.803  -0.539
C 4.796 0.246 -2.634  -0.259
N 2.186 -1.529 -0.169  -0.860
H 0.844 -2.746 -2.181  0.231
H 1.118 -3.797 -0.697  0.222
H 1.935 -4.163 -2.223  0.206
H 3.559 -3.047 -1.073  0.178
H 2.495 -0.783 -2.658  0.165
H 3.528 -2.097 -3.168  0.182
H 3.991 0.910 -2.952  0.169
H 5.381 -0.045 -3.518  0.173
H 5.590 0.801 -2.123  0.194
H 2.848 -0.753 -0.208  0.369
H 2.341 -1.931 0.752  0.372

- Number 2 is which compound?
  C13H37BN3O10